98
Properties=species:S:1:pos:R:3 method="wB97M-V/def2-TZVPD" energy_ev=-160212.6215 spin_multiplicity=5 total_charge=+3 s_squared=6.03
Os -0.07682 0.55368 0.59293
C -3.75047 3.77333 -1.50782
C -4.16753 2.64707 -0.55914
C -3.54934 2.80023 0.83508
C -5.68421 2.66141 -0.41297
N -3.77204 1.31889 -1.15738
C -4.67720 0.34174 -1.50126
C -3.98951 -0.68998 -2.03960
N -2.65920 -0.36196 -2.02899
B -1.59909 -1.32583 -2.62569
N -0.26957 -0.66531 -3.10928
C -0.20264 -0.21960 -4.40798
C 1.08859 0.03503 -4.70234
N 1.84077 -0.29119 -3.59635
C 0.98677 -0.68197 -2.61707
S 1.37238 -1.07767 -0.97051
C 3.33808 -0.15072 -3.58843
C 3.66603 1.17562 -2.89952
C 4.01906 -1.33342 -2.88875
C 3.82434 -0.12790 -5.03861
N -1.32605 -2.50231 -1.65264
C -1.17653 -3.76478 -2.17034
C -1.15691 -4.63950 -1.14314
N -1.28893 -3.91934 0.02131
C -1.38082 -2.60694 -0.31075
S -1.53611 -1.29375 0.82517
C -1.46687 -4.56807 1.36872
C -1.26634 -6.07415 1.22232
C -2.89916 -4.29961 1.83880
C -0.42293 -4.03053 2.35633
C -2.53834 0.85495 -1.47954
S -0.99194 1.61469 -1.29501
H -4.07968 4.73003 -1.10366
H -4.21842 3.64106 -2.48420
H -2.67334 3.81937 -1.64159
H -3.96073 3.69029 1.31086
H -2.47092 2.91912 0.79054
H -3.79082 1.93559 1.45785
H -5.98511 3.62990 -0.01856
H -6.03217 1.89630 0.28257
H -6.18195 2.53434 -1.37472
H -5.73591 0.44562 -1.35400
H -4.34938 -1.61816 -2.44951
H -2.10438 -1.79797 -3.59536
H -1.07951 -0.13547 -5.02614
H 1.51298 0.38320 -5.62472
H 3.32435 1.15959 -1.86039
H 3.18360 2.00550 -3.41826
H 4.74285 1.34578 -2.91100
H 4.03385 -1.22158 -1.81027
H 5.05163 -1.39121 -3.22893
H 3.53199 -2.27584 -3.14143
H 3.55420 0.78709 -5.56479
H 3.45093 -0.98839 -5.59525
H 4.91078 -0.18418 -5.04099
H -1.12642 -3.94533 -3.23008
H -1.05082 -5.70672 -1.17164
H -2.01121 -6.52110 0.56454
H -1.39092 -6.52928 2.20264
H -0.26367 -6.31646 0.86673
H -3.61222 -4.72183 1.12950
H -3.09919 -3.23486 1.94480
H -3.06241 -4.77603 2.80513
H 0.52606 -3.84261 1.84979
H -0.24695 -4.76930 3.13694
H -0.76654 -3.11870 2.83380
Se 1.89243 5.61688 5.97815
N 1.26164 3.98313 6.05020
C 1.17610 3.53420 4.82125
C 0.69718 2.21544 4.47564
C 0.29585 1.27205 5.42849
C -0.15093 0.04264 4.99586
C -0.21076 -0.21809 3.63297
N 0.16902 0.66218 2.70726
C 0.63358 1.87341 3.12110
C 1.07621 2.79121 2.09458
N 1.00995 2.34643 0.81306
C 1.46795 3.13468 -0.16184
C 1.98991 4.39789 0.07658
C 2.03347 4.87557 1.37030
C 1.57413 4.06005 2.40998
C 1.60372 4.44984 3.80062
N 2.02325 5.61559 4.22914
H 0.34433 1.53562 6.47727
H -0.46642 -0.71637 5.69747
H -0.58267 -1.16463 3.27014
H 1.41014 2.74868 -1.17130
H 2.34996 4.99135 -0.75169
H 2.41812 5.85989 1.60540
C 5.60646 -0.24553 1.00708
Te 3.49126 0.06815 1.07188
C 3.09975 -1.73877 2.13353
H 5.97752 -0.29510 2.02951
H 6.05596 0.59677 0.48735
H 5.82539 -1.17403 0.48442
H 3.63765 -2.55314 1.65364
H 2.02803 -1.92879 2.11514
H 3.44374 -1.61709 3.15908

***

91
Properties=species:S:1:pos:R:3 method="wB97M-V/def2-TZVPD" energy_ev=-100365.0112 total_charge=-1
Ca -0.94638 0.59494 0.56172
C 2.15888 -2.85230 0.94970
N 0.75116 -2.48461 0.99087
C 0.38522 -1.91860 2.29233
C 1.19555 -0.71607 2.76417
N 1.17688 0.50034 1.91218
C 2.20722 0.47534 0.87104
C 1.21381 1.67874 2.75388
C 2.37727 2.42207 2.90468
C 2.39783 3.56731 3.68854
C 1.23590 3.96128 4.33586
C 0.07584 3.21818 4.19494
C 0.01985 2.06402 3.40418
S -1.48782 1.17798 3.23461
C -0.12860 -3.55032 0.60295
C 0.34636 -4.86418 0.57025
C -0.42225 -5.92575 0.11763
C -1.72103 -5.68426 -0.30068
C -2.21861 -4.39272 -0.24942
C -1.46095 -3.29570 0.19119
S -2.25425 -1.73554 0.10315
H 2.44203 -3.54778 1.75553
H 2.77855 -1.96812 1.05800
H 2.39620 -3.30495 -0.01196
H 0.50556 -2.68509 3.07815
H -0.67323 -1.65357 2.27248
H 2.24158 -0.98894 2.96094
H 0.74842 -0.43864 3.71741
H 3.20627 0.25111 1.26841
H 2.23806 1.44213 0.36780
H 1.95203 -0.28824 0.13515
H 3.28212 2.11818 2.39525
H 3.31028 4.14197 3.78370
H 1.22760 4.85644 4.94636
H -0.83645 3.53262 4.68605
H 1.35772 -5.07415 0.88426
H -0.00246 -6.92359 0.09346
H -2.34808 -6.49115 -0.66112
H -3.23115 -4.18812 -0.57410
C 0.06513 3.90948 0.16712
Si -1.72518 3.81317 -0.42976
C -2.80406 4.37284 1.00384
C -1.81655 5.13659 -1.77897
C -2.18335 2.15254 -1.07179
C -1.24004 1.69500 -2.08727
C -1.47326 1.73292 -3.48086
C -0.51866 1.29529 -4.36699
C 0.69716 0.81111 -3.88733
C 0.87538 0.79109 -2.52259
N -0.04826 1.20307 -1.64718
Si -3.98290 1.82248 -1.30186
C -4.98944 3.25674 -2.03219
C -4.30707 0.34486 -2.42757
C -4.76755 1.39184 0.35389
H 0.27050 4.93757 0.48193
H 0.76703 3.65473 -0.63045
H 0.28526 3.27755 1.03250
H -2.49138 5.36879 1.33025
H -2.70281 3.68471 1.84748
H -3.86223 4.42704 0.73702
H -1.47463 6.11162 -1.41999
H -2.83496 5.24997 -2.15655
H -1.18108 4.84920 -2.62246
H -2.40771 2.14576 -3.83677
H -0.70917 1.33759 -5.43352
H 1.46898 0.43660 -4.54418
H 1.78958 0.38660 -2.10350
H -4.61096 3.53487 -3.02029
H -4.94403 4.14784 -1.40131
H -6.04172 2.97774 -2.13985
H -4.04174 0.52698 -3.47028
H -5.37218 0.09634 -2.39493
H -3.74900 -0.52888 -2.08254
H -4.54491 2.12787 1.12831
H -4.38762 0.42576 0.70160
H -5.85459 1.30437 0.26474
N 0.22264 -3.78990 -2.56620
C 0.62209 -2.51112 -2.31408
N 1.87579 -2.28747 -2.60014
C 2.35320 -3.51086 -3.04723
C 3.63031 -3.87352 -3.47275
C 3.84491 -5.18851 -3.83988
C 2.81323 -6.13901 -3.78891
C 1.53882 -5.79780 -3.37565
C 1.33004 -4.47197 -3.01227
H -0.64267 -4.18900 -2.23011
H -0.07459 -1.80807 -1.87536
H 4.42420 -3.13833 -3.50494
H 4.82854 -5.49777 -4.17050
H 3.02185 -7.16135 -4.07812
H 0.74278 -6.52973 -3.32888